i:
Density functional theory data (ωB97M-V/def2-TZVPD) for a 2-piece molecular cluster, C3H12NO2 overall.

Values from the calculation:
Charge: +1
Frontier orbital gap (eV): 11.68

XYZ file:
```
18
C3H12NO2 | the Open Molecules 2025 dataset | ωB97M-V/def2-TZVPD
C 0.492 -0.958 0.311
C -0.854 -0.587 0.989
C -1.434 0.723 0.505
O -2.015 0.548 -0.816
N 0.420 -0.803 -1.192
H 0.961 -1.927 0.431
H 1.079 -0.164 0.730
H -1.601 -1.361 1.172
H -0.556 -0.418 2.039
H -2.275 0.976 1.151
H -0.782 1.591 0.400
H -2.985 0.448 -0.791
H -0.073 -1.569 -1.642
H 1.310 -0.556 -1.649
H -0.103 0.050 -1.432
H 2.605 1.163 0.689
H 2.933 1.839 -0.703
O 2.879 1.005 -0.193
```


ii:
Density functional theory data (ωB97M-V/def2-TZVPD) for a 3-piece molecular cluster, C3H12NO2 overall.

Values from the calculation:
Charge: +1
Frontier orbital gap (eV): 11.18

XYZ file:
```
18
C3H12NO2 | the Open Molecules 2025 dataset | ωB97M-V/def2-TZVPD
C -2.019 -2.030 0.762
C -0.862 -1.086 1.027
C -0.961 0.231 1.175
N 0.147 1.251 1.443
H -2.542 -1.668 -0.081
H -1.602 -2.997 0.376
H -2.722 -2.130 1.479
H 0.260 -1.518 1.206
H -1.992 0.726 1.201
H 0.104 1.349 2.365
H 1.083 0.672 1.149
H -0.121 2.127 1.050
H 1.412 0.602 -1.343
H 2.395 0.064 -0.402
O 1.504 0.278 -0.454
H 1.684 0.921 -4.166
H 2.501 1.902 -3.476
O 1.733 1.307 -3.311
```


i takes first place; second place is 0.0460 hartree up.


i:
Density functional theory data (ωB97M-V/def2-TZVPD) for C6H10 in the gas phase.

Values from the calculation:
SMILES string: CC1=CCCC1
Frontier orbital gap (eV): 9.48

XYZ file:
```
16
C6H10 | the Open Molecules 2025 dataset | ωB97M-V/def2-TZVPD
C -1.852 -0.191 -0.973
C -0.416 -0.394 -0.606
C -0.089 -1.186 0.419
C 0.763 -0.402 1.379
C 1.426 0.687 0.507
C 0.612 0.699 -0.812
H -2.052 0.342 -1.904
H -2.442 -1.108 -0.900
H -2.193 0.463 -0.152
H -0.691 -2.035 0.734
H -0.005 0.076 2.012
H 1.435 -0.938 2.052
H 1.390 1.665 0.995
H 2.479 0.452 0.333
H 1.253 0.470 -1.676
H 0.143 1.666 -1.029
```


ii:
Density functional theory data (ωB97M-V/def2-TZVPD) for C6H10 in the gas phase.

Values from the calculation:
Frontier orbital gap (spin up / spin down) (eV): 8.22 / 7.00

XYZ file:
```
16
C6H10 | the Open Molecules 2025 dataset | ωB97M-V/def2-TZVPD
C 1.376 0.965 1.237
C 0.747 -0.171 0.515
C -0.624 -0.793 0.803
C -0.936 -0.818 -0.718
C -1.500 0.361 -1.320
C 0.567 -0.355 -0.914
H 1.452 0.781 2.314
H 2.377 1.185 0.851
H 0.767 1.877 1.089
H 1.186 -1.258 -0.472
H -0.647 -1.739 1.357
H -1.273 -0.078 1.319
H -1.196 -1.773 -1.178
H -1.556 1.295 -0.769
H -1.782 0.361 -2.366
H 1.040 0.160 -1.748
```


i takes first place; second place is 0.1679 hartree up.


i:
Density functional theory data (ωB97M-V/def2-TZVPD) for C6H10 in the gas phase.

Values from the calculation:
Frontier orbital gap (spin up / spin down) (eV): 8.22 / 7.03

XYZ file:
```
16
C6H10 | the Open Molecules 2025 dataset | ωB97M-V/def2-TZVPD
C -1.098 -0.652 1.654
C -0.517 0.322 0.694
C 0.964 0.682 0.528
C 0.815 0.607 -1.015
C 0.964 -0.670 -1.662
C -0.734 0.425 -0.740
H -0.830 -0.427 2.691
H -2.191 -0.687 1.579
H -0.729 -1.669 1.418
H -1.032 1.442 -0.227
H 1.316 1.622 0.969
H 1.601 -0.128 0.898
H 1.088 1.486 -1.602
H 1.009 -1.587 -1.083
H 0.881 -0.742 -2.741
H -1.508 -0.024 -1.361
```


ii:
Density functional theory data (ωB97M-V/def2-TZVPD) for C6H10 in the gas phase.

Values from the calculation:
SMILES string: C1CC1C1CC1
Frontier orbital gap (eV): 10.87

XYZ file:
```
16
C6H10 | the Open Molecules 2025 dataset | ωB97M-V/def2-TZVPD
C 0.399 -1.457 -1.141
C -1.086 -1.248 -1.233
C -0.317 -0.679 -0.071
C -0.065 0.795 0.099
C -0.221 1.410 1.464
C 1.149 1.236 0.874
H 1.026 -0.891 -1.825
H 0.773 -2.449 -0.904
H -1.458 -0.576 -2.003
H -1.732 -2.102 -1.044
H -0.466 -1.206 0.871
H -0.348 1.408 -0.756
H -0.608 2.421 1.557
H -0.516 0.747 2.274
H 1.676 2.133 0.560
H 1.793 0.459 1.277
```


iii:
Density functional theory data (ωB97M-V/def2-TZVPD) for C6H10 as an isolated structure.

Values from the calculation:
Frontier orbital gap (spin up / spin down) (eV): 7.84 / 7.84

XYZ file:
```
16
C6H10 | the Open Molecules 2025 dataset | ωB97M-V/def2-TZVPD
C -1.216 -1.583 -0.600
C -0.821 -0.229 -0.052
C 0.536 1.238 -1.247
C 1.184 1.625 -0.017
C 0.950 1.020 1.158
C 0.084 -0.209 1.145
H -1.738 -2.146 0.190
H -0.345 -2.173 -0.898
H -1.903 -1.517 -1.451
H -1.699 0.413 0.099
H 1.218 0.764 -1.965
H -0.487 0.684 -1.116
H 1.929 2.422 -0.081
H 1.425 1.337 2.081
H 0.706 -1.116 1.162
H -0.546 -0.239 2.044
```


ii takes first place; second place is 0.0989 hartree up.


i:
Density functional theory data (ωB97M-V/def2-TZVPD) for C10H13N2O3 as an isolated structure.

Values from the calculation:
Charge: +1
Frontier orbital gap (eV): 8.72

XYZ file:
```
28
C10H13N2O3 | the Open Molecules 2025 dataset | ωB97M-V/def2-TZVPD
C -2.534 -1.053 -2.253
C -2.291 -1.989 -1.238
C -1.773 0.102 -2.420
C -1.387 -1.539 -0.162
C -0.753 0.365 -1.517
C -0.627 -0.399 -0.352
C 1.190 2.397 0.504
C 2.297 1.591 0.013
C 1.735 0.124 -0.331
C 0.624 -0.778 1.868
N 0.285 1.671 1.086
N 0.472 -0.056 0.524
O 1.055 3.609 0.563
O 1.668 -0.257 2.529
O -0.451 -0.817 2.738
H -3.371 -1.096 -2.991
H -2.749 -2.998 -1.233
H -1.901 0.894 -3.158
H -1.382 -2.159 0.746
H -0.078 1.237 -1.607
H 2.709 1.884 -0.994
H 3.206 1.523 0.680
H 1.415 0.042 -1.350
H 2.297 -0.751 -0.188
H 0.914 -1.788 1.444
H -0.744 1.747 1.264
H 1.427 -0.289 3.483
H -1.253 -1.214 2.351
```


ii:
Density functional theory data (ωB97M-V/def2-TZVPD) for a 2-piece molecular cluster, C10H13N2O3 overall.

Values from the calculation:
Charge: +1
Frontier orbital gap (eV): 8.54

XYZ file:
```
28
C10H13N2O3 | the Open Molecules 2025 dataset | ωB97M-V/def2-TZVPD
O -0.788 -0.375 2.376
C -1.202 -1.610 1.936
N -2.361 -2.202 2.038
C -2.309 -3.575 1.434
C -0.783 -3.953 1.647
C -0.182 -2.541 1.165
H -0.755 0.215 1.586
H -3.157 -1.740 2.485
H -3.009 -4.311 1.911
H -2.691 -3.471 0.380
H -0.494 -3.945 2.737
H -0.404 -4.854 1.091
H -0.389 -2.283 0.089
H 0.904 -2.420 1.411
C 3.130 2.923 -1.748
C 2.639 2.036 -0.796
C 1.271 1.836 -0.674
C 0.403 2.525 -1.516
C 0.886 3.419 -2.465
C 2.256 3.616 -2.578
N -1.041 2.302 -1.412
O -1.447 1.525 -0.556
O -1.759 2.896 -2.182
H 4.200 3.073 -1.844
H 3.324 1.500 -0.150
H 0.900 1.144 0.070
H 0.215 3.961 -3.118
H 2.644 4.307 -3.316
```


ii takes first place; second place is 0.0090 hartree up.


i:
Density functional theory data (ωB97M-V/def2-TZVPD) for a 2-piece molecular cluster, C3H8N3O overall.

Values from the calculation:
Charge: +1
Frontier orbital gap (spin up / spin down) (eV): 7.59 / 3.50

XYZ file:
```
15
C3H8N3O | the Open Molecules 2025 dataset | ωB97M-V/def2-TZVPD
C -1.091 2.015 1.320
C 0.451 0.503 1.621
C 1.499 -1.863 -3.036
N 0.034 1.805 1.868
N -1.669 0.829 0.756
N -0.658 -0.201 0.748
O -0.377 -0.558 -0.475
H -1.670 2.961 1.198
H 1.342 0.308 1.113
H 0.560 -0.262 2.587
H 0.676 -1.510 -2.427
H 1.588 -1.725 -4.117
H 2.340 -2.155 -2.363
H -2.000 0.816 -0.138
H -1.026 -0.964 1.344
```


ii:
Density functional theory data (ωB97M-V/def2-TZVPD) for a 2-piece molecular cluster, C3H8N3O overall.

Values from the calculation:
Charge: +1
Frontier orbital gap (eV): 9.28

XYZ file:
```
15
C3H8N3O | the Open Molecules 2025 dataset | ωB97M-V/def2-TZVPD
C 1.712 0.951 0.261
C 2.151 -0.473 -0.099
C 0.107 0.746 0.130
N 0.982 -1.252 -0.240
N -0.070 -0.629 -0.068
N -2.776 -0.417 -0.132
O -0.808 1.493 0.138
H 1.957 0.948 1.314
H 2.273 1.754 -0.262
H 2.810 -0.595 -1.025
H 2.626 -0.977 0.801
H -2.116 -1.167 -0.063
H -3.651 -0.575 0.405
H -2.125 0.489 -0.029
H -3.073 -0.295 -1.130
```


ii takes first place; second place is 0.2520 hartree up.


i:
Density functional theory data (ωB97M-V/def2-TZVPD) for an isolated ion of composition C3H8N3O and charge +1.

Values from the calculation:
SMILES string: NC1=C[C@@H](O)[NH2+]N1
Charge: +1
Frontier orbital gap (eV): 8.85

XYZ file:
```
15
C3H8N3O | the Open Molecules 2025 dataset | ωB97M-V/def2-TZVPD
N 2.348 -0.526 0.211
C 1.081 -0.179 0.013
C -0.135 -1.118 -0.331
C -1.348 -0.295 -0.412
O -2.313 -0.493 0.529
N -0.759 1.190 -0.193
N 0.626 1.133 0.129
H 2.636 -1.458 -0.033
H 3.055 0.177 0.345
H -0.015 -2.137 -0.597
H -1.852 -0.252 -1.385
H -1.999 -1.026 1.275
H -0.873 1.729 -1.063
H -1.342 1.640 0.527
H 0.889 1.616 0.984
```


ii:
Density functional theory data (ωB97M-V/def2-TZVPD) for an isolated ion of composition C3H8N3O and charge +1.

Values from the calculation:
SMILES string: N/C(O)=[NH+]/N1CC1
Charge: +1
Frontier orbital gap (eV): 10.75

XYZ file:
```
15
C3H8N3O | the Open Molecules 2025 dataset | ωB97M-V/def2-TZVPD
N 2.448 -1.413 0.387
C 1.483 -0.467 0.574
O 1.522 0.510 1.478
N 0.424 -0.546 -0.223
N -0.821 0.539 0.347
C -2.155 0.235 -0.125
C -1.268 1.305 -0.797
H 2.190 -2.244 -0.094
H 3.008 -1.482 1.228
H 0.832 1.131 1.252
H 0.252 -0.923 -1.153
H -3.000 0.619 0.372
H -2.556 -0.716 -0.589
H -0.935 0.995 -1.862
H -1.424 2.457 -0.798
```


iii:
Density functional theory data (ωB97M-V/def2-TZVPD) for a 2-piece molecular cluster, C3H8N3O overall.

Values from the calculation:
Charge: +1
Frontier orbital gap (eV): 10.83

XYZ file:
```
15
C3H8N3O | the Open Molecules 2025 dataset | ωB97M-V/def2-TZVPD
C 1.805 -0.324 -0.100
C 2.047 1.122 -0.137
C -1.471 0.927 -0.236
N 1.014 -1.287 -0.271
N -1.402 -0.338 -0.092
N -2.238 -1.158 0.438
O 3.042 0.030 -0.127
H 1.999 1.712 0.839
H 2.051 1.792 -0.901
H -2.406 1.355 -0.070
H -0.810 1.571 -0.708
H 1.465 -2.203 -0.138
H -2.955 -0.604 0.916
H -0.402 -0.664 -0.330
H -1.738 -1.932 0.917
```


iv:
Density functional theory data (ωB97M-V/def2-TZVPD) for an isolated ion of composition C3H8N3O and charge +1.

Values from the calculation:
SMILES string: N/C(O)=[NH+]/N1CC1
Charge: +1
Frontier orbital gap (eV): 11.57

XYZ file:
```
15
C3H8N3O | the Open Molecules 2025 dataset | ωB97M-V/def2-TZVPD
N -1.707 1.944 1.054
C -1.116 1.046 0.295
O -1.762 0.698 -0.794
N 0.092 0.480 0.442
N 0.427 -0.509 -0.572
C 0.865 -1.844 -0.170
C 1.777 -0.800 -0.879
H -1.118 2.248 1.879
H -2.547 2.413 0.667
H -1.517 -0.172 -1.180
H 0.624 0.432 1.356
H 0.368 -2.549 -0.759
H 1.076 -2.270 0.777
H 2.504 -0.363 -0.244
H 2.032 -0.754 -1.871
```


iv takes first place; second place is 0.0060 hartree up.